Formula: C80H180As3F18P5
Source: the OMol25 dataset
Level of theory: wB97M-V/def2-TZVPD

The total charge is +2. The calculation puts the calculated total energy at -363758.5047 eV. The value obtained for the relative energy (zero: lowest compared OMol25 entry of this formula, charge and spin) is 0.0 kJ/mol. As for the HOMO energy: -13.56 eV. The calculation puts the gap between HOMO and LUMO at 10.23 eV. The lowest unoccupied orbital energy comes out at -3.33 eV.

Last column: Mulliken charge in e.
Positions of all 286 atoms, in Å:
C  -5.577  3.328  -5.785  -1.141
H  -5.556  -5.391  2.992  0.230
H  3.430  -1.229  -0.039  0.039
H  0.905  6.439  -1.948  0.145
H  6.974  1.064  7.478  0.402
H  1.520  5.181  3.800  0.247
H  2.219  3.815  -1.142  0.055
C  1.989  7.064  -6.169  0.167
H  -1.374  -1.670  0.806  0.264
H  8.600  -0.728  1.348  0.253
F  4.886  1.371  -0.945  -0.484
C  0.645  -6.366  5.359  -0.775
H  -0.192  3.100  0.750  -0.648
F  7.848  2.355  0.900  -0.498
F  0.897  -0.024  4.536  -0.426
H  0.209  -4.771  6.681  0.371
F  5.362  1.946  1.408  -0.335
H  -5.638  0.295  1.344  -0.197
C  5.094  1.405  6.525  -0.420
H  -7.825  -1.510  -4.185  0.435
H  4.827  -2.351  5.486  -0.111
H  -7.301  -0.988  -6.474  0.449
H  10.554  0.563  1.743  0.433
H  -0.737  0.952  1.869  -0.567
H  1.530  -6.765  4.851  0.392
H  -3.365  3.374  -7.541  0.435
H  -5.892  -0.203  -3.021  -0.105
H  -3.476  -4.497  1.837  0.530
H  2.962  -2.142  -1.484  0.609
C  3.415  5.192  4.973  -1.351
C  -0.685  1.873  2.452  1.271
H  -2.014  -4.140  2.659  0.019
H  6.623  -4.958  -0.936  0.415
P  -7.126  0.992  -0.505  0.714
H  6.407  0.442  3.748  0.863
H  -1.515  -7.671  4.140  0.578
H  4.977  -5.266  -1.439  0.426
H  -2.645  -8.677  1.533  0.625
C  -3.204  3.592  -6.478  -0.701
H  2.159  1.686  -10.918  0.315
H  5.126  -2.947  -0.461  0.118
H  1.555  1.496  -7.313  0.021
C  2.661  4.004  0.931  -1.083
H  0.017  3.905  2.308  0.860
F  1.844  -3.371  3.649  -0.561
C  1.589  -0.479  -0.894  0.247
H  -2.524  1.723  4.680  0.466
H  -4.549  -6.338  0.710  0.188
H  5.638  -6.007  0.047  0.366
F  -3.043  2.938  -3.020  -0.463
C  0.972  3.879  -9.281  -0.154
H  -0.003  3.838  -11.290  0.363
C  6.171  -0.393  4.425  -0.374
H  3.754  3.798  0.795  0.284
H  -1.851  4.632  -5.203  -0.085
H  7.383  -3.154  5.626  0.655
F  -1.382  5.103  -0.762  -0.423
H  -0.300  -3.447  -1.263  0.075
H  -5.941  3.013  -6.765  0.538
H  1.982  2.225  -5.768  0.318
H  -0.206  1.617  3.396  -0.201
H  -0.144  -7.667  3.057  0.567
C  -0.910  -7.002  3.491  -1.113
H  1.780  3.256  -8.910  0.304
H  -6.008  -8.111  -0.225  0.454
C  5.038  -4.310  6.520  -0.825
H  2.858  9.109  -6.319  0.393
C  6.566  1.114  6.477  -1.014
H  1.333  -6.041  -0.708  0.546
P  -1.964  -6.451  2.173  0.404
H  -9.290  0.740  3.275  0.329
H  -9.334  1.549  0.307  0.545
C  -6.719  -0.519  -5.680  -1.080
H  -8.503  0.032  -4.526  0.403
H  -6.478  0.500  -5.996  0.071
H  1.701  -4.595  5.823  -0.265
As  -2.223  3.975  -1.828  1.955
H  -0.144  6.802  -6.072  0.346
C  -1.970  4.445  -6.282  -0.764
C  -7.747  0.153  -1.996  -1.072
H  -8.295  1.991  4.037  0.429
F  -0.998  4.299  -3.114  -0.439
H  4.692  1.464  5.523  -0.211
H  -3.940  0.784  -0.522  -0.428
C  -6.355  2.495  -0.982  -0.827
C  0.938  3.595  -10.804  -0.837
H  -0.707  2.665  -8.969  0.427
H  2.526  4.746  1.732  0.463
H  -3.909  -2.101  0.687  0.220
H  5.013  -6.449  6.842  0.433
F  -3.544  3.680  -0.678  -0.419
C  -4.107  -7.333  0.566  -0.276
H  3.193  0.798  1.123  0.317
F  2.143  -1.948  5.719  -0.523
C  8.421  -1.709  3.261  -1.352
H  1.091  1.902  -12.296  0.385
C  -8.403  1.158  0.730  -1.022
H  3.630  -0.473  -1.567  0.327
C  -7.558  -0.477  -4.395  -0.701
C  -8.313  1.225  3.249  -1.041
As  1.348  -1.732  4.114  1.953
C  1.785  0.968  -0.477  0.098
H  -7.871  -0.916  -1.789  0.570
H  6.975  -4.182  4.371  0.842
H  0.926  -5.457  1.715  0.379
H  -4.150  4.653  -4.880  0.089
H  -5.799  -6.014  5.346  0.364
F  7.483  1.654  -1.588  -0.477
C  0.231  -4.386  -1.503  -1.302
H  -8.179  5.145  -3.592  0.355
H  0.857  -1.920  -6.189  0.408
H  7.080  -3.505  1.236  0.506
H  5.569  -3.893  7.384  0.437
H  -6.288  0.624  3.561  -0.103
H  -7.418  -0.386  4.469  0.462
H  0.770  2.998  4.449  -0.038
C  1.251  1.607  -6.275  -0.201
C  -2.900  1.577  3.648  -1.430
H  -2.528  2.432  1.649  -0.312
H  -8.135  3.795  -0.848  0.495
H  -3.525  -6.151  4.248  0.520
C  6.824  -0.263  5.796  -0.663
As  6.426  1.865  -0.128  1.769
H  -3.831  -9.541  -0.929  0.295
C  1.076  -5.326  6.335  -0.838
H  -8.727  0.566  -2.245  0.565
H  1.152  -0.553  -1.905  0.081
H  2.864  6.606  -6.651  0.385
H  5.915  -1.361  1.497  -0.369
C  2.545  2.434  3.345  0.111
H  -5.362  -10.402  -0.493  0.387
H  3.425  6.281  5.132  0.423
H  -1.961  -1.596  -0.881  0.648
H  -0.227  2.408  -4.984  0.248
F  5.962  3.635  -0.361  -0.507
C  5.200  -3.367  5.334  0.077
H  -4.023  -10.255  0.655  0.317
F  0.540  -1.538  2.517  -0.553
H  -2.801  0.493  3.458  0.118
H  -5.710  2.937  -0.223  0.990
C  5.620  -5.091  -0.556  -1.684
H  -1.070  4.392  -8.947  0.687
C  2.165  1.081  0.931  1.399
H  2.734  1.386  3.585  -1.023
H  -0.136  -4.153  1.249  -0.253
C  -3.187  -7.750  1.758  -0.939
H  0.432  1.433  -10.717  0.266
H  4.584  -3.698  4.484  0.202
H  0.840  4.810  -5.130  0.003
F  2.872  -1.030  3.500  -0.235
H  -6.882  -4.612  5.114  0.410
H  2.431  -0.068  -5.468  0.528
H  1.291  4.920  -9.171  0.131
C  1.181  2.070  -11.218  -1.163
H  3.968  -4.246  6.728  0.357
C  -6.634  4.693  -2.181  0.364
C  -6.876  0.257  -3.133  0.645
H  2.496  1.404  -1.171  0.191
C  -0.326  3.647  -8.680  -1.126
H  6.324  -1.016  6.412  0.200
C  6.016  -3.508  1.474  -1.132
H  -6.270  -0.984  0.413  0.578
H  -6.890  2.142  1.974  0.031
H  -8.637  0.111  1.015  0.573
H  4.563  0.586  7.026  0.290
H  1.732  4.218  -11.230  0.386
H  1.625  -5.727  7.176  0.459
H  -6.375  3.856  -5.260  0.335
H  1.891  4.568  -6.528  0.741
H  8.990  -1.642  4.185  0.679
C  -4.366  4.301  -5.885  -0.411
H  -7.228  -0.589  2.670  0.075
C  -0.355  -5.844  4.319  0.767
C  1.932  8.536  -6.442  -1.445
C  -7.637  5.652  -2.791  -1.695
C  5.511  -5.739  6.186  -1.322
H  -2.987  2.624  -5.985  0.294
H  -1.702  -5.518  -0.012  0.667
H  3.555  2.855  3.251  0.876
H  2.407  6.642  -0.048  0.426
H  1.625  0.303  1.475  -1.090
H  -5.394  -3.737  3.512  0.248
C  10.737  0.343  3.856  -1.116
H  3.700  5.831  -0.950  0.392
H  8.213  0.384  2.593  0.030
C  -7.982  1.951  1.957  -0.140
H  4.162  5.054  4.182  0.266
H  -1.149  -5.325  4.855  0.037
C  -2.016  -1.126  0.108  -0.646
H  6.577  -5.741  6.388  0.324
H  -3.463  -7.232  -0.314  0.282
H  -7.159  6.539  -3.206  0.415
H  -5.295  -4.453  5.922  0.350
H  0.140  -7.197  5.879  0.372
C  1.855  3.171  4.481  -0.802
H  -5.655  -8.764  1.291  0.288
H  4.667  -2.156  2.449  -0.470
C  -5.800  0.003  0.298  -0.609
C  2.960  -1.144  -1.017  -1.266
H  5.088  -0.487  4.552  0.141
H  1.465  4.980  5.516  0.542
H  0.977  4.660  -0.256  -0.007
C  -7.353  3.484  -1.551  -1.244
H  0.841  1.479  -0.681  -0.771
H  0.816  -4.139  -2.406  0.491
H  2.068  5.498  -2.910  0.092
H  1.162  -0.926  -7.531  0.336
H  3.846  4.689  5.835  0.307
C  -2.108  2.415  2.662  -0.115
H  -3.292  -4.540  4.822  0.470
H  4.811  2.315  7.067  0.461
C  1.996  6.259  -2.102  -0.843
H  2.179  2.655  5.393  0.751
C  -2.814  -4.902  2.621  -0.062
P  1.876  2.631  1.717  1.641
H  -2.164  3.454  3.005  0.536
H  -0.579  -5.032  -1.870  0.443
H  5.296  -5.921  5.138  0.301
C  0.209  -5.152  0.956  0.205
H  -5.957  5.158  -1.476  0.455
H  -1.610  -0.128  -0.029  -0.476
C  0.987  -5.052  -0.374  0.228
C  -4.549  -9.730  -0.142  -1.183
C  -1.005  -6.041  0.667  -1.437
C  -5.154  -8.411  0.390  -0.735
H  -8.383  5.968  -2.066  0.438
H  -5.977  4.358  -2.993  -0.353
H  7.148  1.864  5.944  0.367
P  -0.387  3.787  -6.835  0.830
H  -4.507  -0.687  -1.282  0.038
H  0.546  6.447  -7.696  0.411
H  -3.747  -7.926  2.669  0.714
H  -2.045  5.434  -6.734  0.782
H  7.878  -0.487  5.836  0.334
C  0.702  6.358  -6.614  -0.672
H  4.087  -3.966  0.476  -0.316
H  1.578  8.674  -7.475  0.340
H  -0.724  -6.944  0.116  0.612
H  1.889  -4.455  -0.196  -0.678
H  -3.965  1.827  3.664  0.367
P  6.711  -1.908  3.631  -0.039
C  0.789  -0.876  -6.502  -1.406
H  -5.785  -1.091  -5.565  0.319
C  -3.616  -5.102  3.938  -1.243
C  1.415  0.243  -5.660  -0.567
H  8.700  -2.648  2.780  0.917
C  2.056  4.528  -0.340  0.344
H  -7.882  2.994  -2.386  0.319
H  2.430  7.199  -2.470  0.497
F  -3.128  5.324  -2.506  -0.515
H  -6.675  1.318  -3.345  -0.259
C  -0.109  2.149  -6.047  -0.532
H  11.801  0.526  3.978  0.406
F  -1.317  2.552  -1.163  -0.466
C  -3.564  -1.056  0.590  -0.209
H  2.123  7.016  -5.088  -0.142
H  -8.467  2.938  2.031  0.500
H  0.927  -1.054  -0.230  -0.257
H  10.815  -1.090  2.232  0.340
H  -5.695  2.145  -1.770  0.240
H  -3.592  -0.619  1.587  0.045
C  0.887  4.893  -6.232  -0.870
H  -4.736  5.142  -6.454  0.490
C  10.305  -0.159  2.514  -0.822
C  2.612  5.890  -0.814  -0.821
H  -5.218  2.467  -5.205  0.045
C  -5.132  -4.760  3.775  -0.181
H  10.217  1.305  3.988  0.261
C  -5.845  -4.958  5.121  -1.483
F  -0.187  -2.438  4.737  -0.518
H  0.149  -5.079  3.737  -0.462
C  2.016  4.666  4.639  -0.671
C  5.731  -2.211  2.169  1.796
H  1.158  9.015  -5.819  0.320
H  -0.282  -0.744  -6.689  0.301
H  5.845  -4.334  2.181  0.303
C  -4.399  -0.193  -0.305  0.411
C  -7.251  0.118  3.515  -0.360
H  0.912  0.161  -4.691  0.097
C  0.100  2.933  1.784  -0.464
C  8.822  -0.494  2.391  -0.229
H  -0.861  1.419  -6.363  0.626
F  6.626  0.124  0.280  -0.509
H  10.438  -0.305  4.690  0.272
C  5.137  -3.785  0.242  0.480
C  6.633  -3.249  4.836  -1.310

Forces on the atoms, in the same order (eV/Å):
C 0.809 0.555 0.418
H -0.163 -0.120 0.031
H 0.041 -0.203 0.205
H 0.609 -0.092 -0.266
H 0.147 -0.011 0.280
H 0.460 0.089 0.083
H 0.009 -0.207 -0.168
C 0.250 0.385 0.133
H -0.224 0.048 0.018
H 0.046 0.027 0.028
F 1.729 0.742 0.225
C -0.466 -1.017 -0.369
H -0.286 0.099 -0.065
F -1.801 -0.788 -1.481
F 0.158 -2.039 -0.283
H -0.065 0.073 0.357
F 1.141 -0.046 -1.277
H -0.393 0.543 -0.256
C -0.676 0.066 0.411
H 0.066 -0.127 0.651
H -0.198 -0.201 0.698
H 0.060 0.019 0.004
H 0.015 0.149 -0.080
H 0.067 -0.025 -0.073
H -0.177 -0.195 -0.034
H -0.066 0.006 0.050
H 0.025 -0.031 0.390
H 0.209 -0.680 0.004
H -0.166 0.335 0.131
C 0.676 0.252 -1.073
C -0.816 0.100 0.986
H -0.187 -0.270 0.437
H 0.338 0.162 -0.071
P 1.222 -0.771 0.713
H -0.240 -0.185 0.105
H 0.218 0.345 -0.259
H 0.174 0.096 0.493
H -0.003 0.211 -0.005
C 1.216 -0.463 -0.553
H 0.027 0.246 0.067
H 0.254 0.011 0.146
H -0.169 0.364 -0.316
C 1.035 0.588 0.352
H -0.161 -0.305 -0.192
F -0.042 0.985 0.051
C 0.498 -0.916 -1.002
H -0.122 0.006 -0.504
H 0.021 -0.258 0.277
H -0.209 0.294 0.096
F 0.423 0.079 0.783
C 1.720 0.516 -2.151
H -0.155 0.540 0.243
C 0.002 -0.039 -0.164
H -0.771 0.068 0.339
H 0.140 -0.079 -0.130
H -0.173 0.677 0.117
F -0.570 -1.211 -0.470
H 0.484 -0.241 0.450
H 0.077 -0.051 0.053
H 0.234 0.492 -0.148
H -0.212 -0.194 0.110
H -0.048 0.401 0.063
C -0.198 -0.444 0.558
H 0.012 -0.105 0.485
H 0.411 0.253 -0.317
C -0.594 0.544 -0.394
H -0.098 -0.410 0.061
C 0.524 -0.803 -0.493
H -0.109 0.116 0.220
P -0.669 0.325 -1.788
H -0.206 0.368 -0.294
H 0.201 -0.006 -0.180
C -0.127 0.505 0.284
H -0.284 0.210 -0.447
H 0.112 -0.170 -0.082
H 0.107 0.097 0.111
As 0.141 0.479 -0.818
H 0.041 -0.126 -0.284
C 0.758 0.420 0.259
C -1.176 -0.601 2.182
H 0.008 -0.475 0.052
F -0.418 -0.638 1.096
H -0.255 0.207 -0.311
H 0.104 -0.258 0.312
C -0.264 0.554 -0.128
C 0.894 -1.455 -0.704
H -0.227 -0.014 0.187
H 0.411 0.262 -0.118
H -0.257 0.449 -0.199
H 0.106 -0.213 -0.159
F 1.021 0.059 -0.482
C 0.404 -0.076 0.928
H 0.524 0.249 -0.120
F -0.926 0.201 -1.702
C 0.939 0.447 -0.760
H -0.091 0.267 0.184
C -0.673 -0.530 -0.083
H -0.130 -0.316 -0.156
C 0.915 0.673 0.713
C 0.808 -0.692 0.771
As -0.431 0.622 0.989
C -1.442 -0.096 -2.088
H -0.319 0.123 0.477
H -0.228 0.106 -0.345
H -0.351 -0.528 0.208
H 0.213 0.052 0.136
H -0.344 -0.381 0.360
F -1.819 0.595 2.059
C -1.205 0.322 -1.060
H -0.008 0.084 -0.079
H 0.355 0.268 0.723
H 0.048 -0.331 -0.444
H -0.071 -0.163 -0.021
H 0.271 -0.202 0.083
H -0.024 -0.136 -0.245
H 0.251 -0.159 0.000
C 1.657 -0.606 0.345
C -0.046 -0.640 0.541
H -0.433 -0.041 0.162
H 0.321 0.005 0.130
H -0.297 0.061 0.053
C -0.848 0.536 0.935
As -0.624 0.689 1.182
H 0.037 -0.100 -0.431
C 0.038 0.965 -0.102
H -0.126 0.008 0.215
H -0.189 0.354 0.303
H -0.208 0.032 0.101
H 0.009 -0.010 0.164
C 1.213 0.794 0.493
H 0.656 0.394 0.084
H -0.232 -0.370 0.217
H -0.062 -0.103 0.154
H -0.230 -0.404 -0.058
F 0.895 -2.516 -0.135
C 0.120 0.131 -0.604
H 0.010 -0.076 0.018
F 0.796 -0.119 1.176
H -0.060 0.378 -0.061
H -0.091 -0.190 0.208
C -0.625 1.022 0.300
H -0.099 0.131 -0.599
C 0.531 -0.882 1.131
H -0.476 -0.037 -0.172
H 0.137 -0.042 -0.023
C 0.347 0.990 -0.366
H 0.155 0.159 -0.229
H 0.012 -0.270 0.201
H 0.038 -0.082 -0.308
F -0.910 -0.750 0.082
H 0.197 -0.135 -0.014
H 0.549 0.460 -0.072
H -0.023 -0.105 0.206
C -0.309 0.811 0.893
H 0.006 -0.365 0.351
C -0.153 -0.291 -0.273
C 1.350 -0.366 -3.898
H 0.301 0.208 0.101
C -1.852 -0.402 2.174
H 0.177 -0.053 0.245
C -0.229 -0.972 -0.069
H 0.067 -0.091 -0.075
H -0.460 0.023 -0.108
H 0.070 0.372 -0.088
H 0.062 0.032 -0.061
H -0.233 -0.202 -0.281
H 0.057 -0.140 0.182
H -0.178 -0.314 0.022
H -0.267 -0.201 -0.112
H -0.217 -0.265 0.317
C -2.119 -0.973 0.442
H -0.048 -0.005 0.506
C 0.820 -0.040 0.574
C -0.853 1.165 -0.896
C -0.091 0.038 -0.024
C -0.269 1.306 0.666
H -0.511 0.379 -0.049
H 0.211 -0.052 0.381
H 0.142 -0.061 -0.084
H 0.054 0.078 -0.048
H -0.332 0.249 0.419
H 0.882 0.298 -0.476
C -0.600 0.775 0.783
H -0.070 -0.080 0.300
H -0.067 0.111 0.262
C 0.108 0.638 0.610
H -0.192 -0.182 -0.165
H -0.174 -0.092 -0.065
C -1.705 0.047 0.107
H 0.218 -0.529 -0.257
H -0.243 -0.223 -0.143
H -0.014 -0.027 0.016
H -0.174 0.130 -0.141
H 0.307 0.046 -0.051
C -0.857 -0.646 0.872
H 0.164 0.765 0.627
H 0.256 0.122 0.133
C -0.392 -0.870 0.332
C 0.352 -0.086 0.184
H 0.068 0.312 -0.230
H -0.698 -0.200 0.155
H -0.109 -0.108 0.078
C 0.134 0.406 -1.133
H -0.131 0.184 0.159
H 0.160 -0.306 0.552
H 0.219 0.286 0.618
H 0.456 0.328 0.079
H -0.229 0.023 0.274
C -0.138 -0.413 -0.261
H 0.525 0.144 -0.540
H 0.306 -0.063 -0.173
C -1.576 0.890 -1.331
H -0.001 0.231 0.029
C 0.252 0.383 0.549
P -0.470 -0.869 -0.028
H 0.508 -0.064 -0.056
H 0.154 -0.070 -0.038
H 0.051 -0.437 -0.103
C 0.145 0.429 -1.387
H -0.029 0.247 0.354
H -0.021 0.230 0.152
C 0.715 0.860 0.132
C -0.675 0.009 -0.004
C -0.440 -0.224 0.678
C -0.565 -1.341 -0.628
H -0.054 0.161 0.138
H 0.003 -0.271 0.208
H -0.140 0.249 -0.088
P 0.069 -1.216 -0.222
H 0.100 0.141 0.074
H 0.016 0.262 0.151
H -0.338 -0.075 0.183
H -0.194 0.084 -0.181
H 0.449 -0.025 -0.319
C 0.591 -0.066 0.511
H 0.014 0.190 0.540
H 0.278 0.259 0.090
H 0.073 -0.134 0.328
H 0.005 -0.160 0.100
H 0.046 0.027 -0.065
P 0.230 0.381 0.677
C -0.746 -0.243 -1.414
H -0.292 0.206 0.110
C -1.031 0.614 -0.156
C -0.930 -2.244 0.374
H 0.356 -0.053 -0.085
C -0.234 0.546 -0.744
H -0.117 0.044 0.194
H -0.131 -0.204 -0.088
F 0.221 -0.549 0.443
H -0.125 -0.337 -0.517
C -0.997 1.229 -0.092
H 0.094 -0.069 -0.278
F -0.888 1.529 -0.772
C 2.631 -0.358 0.122
H -0.025 -0.777 0.104
H 0.159 -0.324 -0.614
H 0.109 0.292 0.085
H 0.303 0.160 0.102
H 0.461 0.237 -0.225
H 0.154 -0.070 0.233
C -0.134 -0.109 0.630
H 0.456 0.456 -0.398
C 0.103 -1.177 -0.778
C 0.856 -1.246 0.959
H -0.479 -0.008 -0.081
C 0.034 -0.247 0.716
H 0.246 -0.149 0.322
C 0.369 -0.362 -0.286
F 1.404 0.884 -0.488
H -0.049 0.055 -0.330
C 0.437 0.644 0.153
C -0.981 0.630 -0.023
H 0.327 -0.159 -0.085
H -0.128 0.250 0.358
H 0.176 0.040 -0.120
C -0.904 0.212 -1.495
C -0.476 0.867 -0.114
H 0.097 0.447 0.173
C 1.464 1.199 -0.674
C -0.342 -0.210 -0.357
H -0.175 0.349 0.105
F 0.230 1.364 -0.437
H 0.043 0.037 -0.149
C 0.771 -1.429 -1.086
C 0.116 -0.674 -0.420